Model a:
47
Properties=species:S:1:pos:R:3 method="wB97M-V/def2-TZVPD" smiles=C[C@@H](NC[C@H](O)COc1ccccc1)[C@@H]1COc2ccccc2O1 gap_ev=8.8 spin_multiplicity=1
C -0.128 -2.885 -1.118
C -0.488 -1.612 -0.344
N -0.963 -0.534 -1.192
C 0.071 0.282 -1.803
C 0.500 1.394 -0.833
O -0.468 2.411 -0.748
C 1.804 2.051 -1.309
O 2.867 1.135 -1.410
C 3.456 0.647 -0.278
C 4.376 -0.382 -0.484
C 5.047 -0.946 0.581
C 4.812 -0.496 1.871
C 3.904 0.525 2.078
C 3.224 1.100 1.016
C -1.514 -1.904 0.779
C -2.901 -2.340 0.292
O -3.557 -1.327 -0.431
C -3.455 -0.089 0.150
C -4.292 0.923 -0.298
C -4.226 2.184 0.266
C -3.327 2.440 1.288
C -2.477 1.442 1.728
C -2.523 0.176 1.157
O -1.651 -0.774 1.619
H 0.197 -3.669 -0.440
H 0.682 -2.674 -1.811
H -0.982 -3.244 -1.690
H 0.412 -1.251 0.170
H -1.604 -0.897 -1.887
H -0.339 0.756 -2.697
H 0.960 -0.297 -2.094
H 0.660 0.948 0.161
H -1.310 1.996 -0.522
H 2.048 2.895 -0.655
H 1.657 2.436 -2.322
H 4.550 -0.717 -1.495
H 5.757 -1.741 0.405
H 5.334 -0.938 2.706
H 3.716 0.887 3.078
H 2.526 1.899 1.210
H -1.103 -2.692 1.421
H -3.498 -2.609 1.176
H -2.839 -3.206 -0.368
H -4.992 0.696 -1.087
H -4.883 2.963 -0.089
H -3.279 3.419 1.738
H -1.760 1.621 2.514

Model b:
47
Properties=species:S:1:pos:R:3 method="wB97M-V/def2-TZVPD" smiles="COc1cccc(OC)c1C(=O)NCCOc1cc(C)cc(C)c1" gap_ev=9.1 spin_multiplicity=1
C -0.847 -2.992 1.399
O -1.199 -1.679 1.034
C -2.437 -1.455 0.504
C -3.353 -2.460 0.213
C -4.582 -2.128 -0.326
C -4.919 -0.815 -0.594
C -4.013 0.202 -0.303
O -4.225 1.513 -0.562
C -5.488 1.919 -1.030
C -2.770 -0.118 0.258
C -1.849 0.993 0.669
O -2.196 1.916 1.375
N -0.596 0.873 0.177
C 0.453 1.811 0.487
C 1.217 2.181 -0.789
O 1.862 1.063 -1.360
C 2.999 0.569 -0.783
C 3.699 1.158 0.259
C 4.860 0.566 0.747
C 5.601 1.224 1.872
C 5.311 -0.616 0.187
C 4.622 -1.220 -0.860
C 5.134 -2.496 -1.457
C 3.470 -0.623 -1.336
H 0.150 -2.916 1.831
H -1.535 -3.402 2.145
H -0.812 -3.657 0.530
H -3.122 -3.495 0.404
H -5.290 -2.912 -0.547
H -5.883 -0.594 -1.023
H -5.439 3.004 -1.093
H -6.286 1.633 -0.337
H -5.701 1.508 -2.023
H -0.333 0.054 -0.346
H -0.021 2.694 0.920
H 1.143 1.375 1.220
H 0.509 2.512 -1.553
H 1.926 2.993 -0.592
H 3.367 2.081 0.709
H 4.953 1.336 2.741
H 6.470 0.640 2.161
H 5.934 2.219 1.577
H 6.211 -1.080 0.565
H 6.102 -2.328 -1.928
H 5.268 -3.251 -0.684
H 4.447 -2.879 -2.207
H 2.912 -1.062 -2.149

Most stable structure - model b; separation to the second - 35.0 kJ/mol.

Model a:
56
Properties=species:S:1:pos:R:3 method="wB97M-V/def2-TZVPD" smiles="NC(N)=O.NC(N)=O.NC(N)=O.NC(N)=O.NC(N)=O.NC(N)=O.NC(N)=O" gap_ev=8.8 spin_multiplicity=1
N -1.846 3.184 -2.194
C -1.802 4.533 -1.956
N -2.982 5.206 -2.217
O -0.862 5.085 -1.414
H -1.058 2.570 -2.035
H -2.707 2.795 -2.534
H -3.635 4.786 -2.855
H -2.886 6.206 -2.210
N 3.338 3.852 -0.616
C 2.765 4.283 -1.789
N 1.662 3.577 -2.174
O 3.250 5.171 -2.472
H 4.195 4.241 -0.279
H 2.841 3.176 -0.068
H 1.302 3.856 -3.065
H 1.190 2.990 -1.511
N -1.728 0.078 -0.121
C -0.451 0.154 -0.573
N 0.344 -0.917 -0.215
O 0.015 1.130 -1.157
H -2.354 0.852 -0.235
H -1.980 -0.824 0.263
H -0.128 -1.693 0.226
H 1.124 -1.093 -0.824
N 1.609 -1.994 5.120
C 1.415 -1.261 3.984
N 1.940 -1.806 2.838
O 0.803 -0.201 3.957
H 1.130 -1.788 5.975
H 1.993 -2.916 5.007
H 1.895 -1.221 2.026
H 2.727 -2.416 2.983
N -4.305 -2.544 1.726
C -3.318 -3.202 1.061
N -3.390 -4.562 1.029
O -2.269 -2.646 0.710
H -4.170 -1.580 1.963
H -5.184 -3.013 1.845
H -2.557 -5.046 0.745
H -4.200 -5.057 1.349
N -1.969 -2.997 -2.227
C -1.319 -4.047 -2.813
N -1.164 -3.946 -4.183
O -0.896 -4.994 -2.173
H -1.896 -2.888 -1.225
H -2.044 -2.117 -2.712
H -0.921 -4.810 -4.634
H -1.800 -3.311 -4.635
N 3.708 1.929 2.370
C 4.278 0.746 1.948
N 3.516 0.034 1.049
O 5.380 0.366 2.300
H 3.943 2.211 3.306
H 2.755 2.079 2.084
H 2.698 0.496 0.691
H 4.005 -0.695 0.563

Model b:
56
Properties=species:S:1:pos:R:3 method="wB97M-V/def2-TZVPD" smiles="NC(N)=O.NC(N)=O.NC(N)=O.NC(N)=O.NC(N)=O.NC(N)=O.NC(N)=O" gap_ev=9.6 spin_multiplicity=1
N -0.939 0.446 -0.983
C 0.039 0.014 -0.283
N 1.251 0.277 -0.776
O -0.103 -0.537 0.771
H -0.816 1.089 -1.752
H -1.819 0.463 -0.488
H 1.876 -0.280 -0.211
H 1.458 0.535 -1.730
N -5.873 -0.373 4.101
C -5.927 -1.648 4.154
N -4.740 -2.202 4.020
O -6.951 -2.283 4.119
H -4.928 -0.018 4.128
H -6.664 0.210 3.870
H -3.904 -1.636 4.003
H -4.566 -3.164 4.274
N -6.758 3.675 -6.227
C -7.398 3.537 -5.085
N -6.822 2.965 -4.065
O -8.473 4.135 -4.939
H -7.085 4.306 -6.945
H -6.024 3.016 -6.442
H -7.276 2.950 -3.163
H -5.958 2.475 -4.247
N -2.381 -0.577 -7.738
C -1.645 0.513 -7.912
N -1.130 0.683 -9.094
O -1.419 1.283 -6.935
H -2.672 -1.090 -8.558
H -2.804 -0.767 -6.841
H -1.249 0.135 -9.934
H -0.616 1.536 -9.264
N 0.501 -0.111 7.154
C -0.390 0.658 7.662
N -0.118 0.735 8.964
O -1.318 1.135 7.048
H 1.220 -0.483 7.758
H 0.563 -0.242 6.154
H -0.841 1.143 9.538
H 0.775 0.417 9.312
N 4.339 -5.855 0.268
C 5.506 -5.353 0.174
N 6.316 -6.142 0.755
O 5.770 -4.201 -0.065
H 4.195 -6.854 0.308
H 3.603 -5.169 0.179
H 5.956 -7.085 0.795
H 7.286 -6.041 1.017
N 9.089 3.935 1.862
C 9.067 2.706 1.443
N 7.855 2.243 1.515
O 10.035 2.074 1.131
H 8.230 4.397 2.125
H 10.038 4.226 2.048
H 7.523 1.333 1.229
H 7.114 2.868 1.796

Most stable structure - model a; separation to the second - 478.9 kJ/mol.

Model a:
17
Properties=species:S:1:pos:R:3 method="wB97M-V/def2-TZVPD" charge=+1 gap_ev="9.5 / 5.9" spin_multiplicity=1
C 1.454 -0.864 -0.329
C 0.136 1.191 -0.805
C 1.384 0.574 -0.255
N 2.035 -1.857 -0.025
N -1.322 -0.823 -0.495
N -1.562 -1.627 0.517
N -0.933 0.560 -0.011
O 1.431 1.039 1.121
H 0.154 2.338 -0.669
H -0.080 0.927 -1.923
H 2.307 0.897 -0.714
H 1.725 -2.777 0.000
H -1.477 -2.472 0.005
H -2.436 -1.602 1.071
H -0.559 0.421 1.053
H -1.771 1.267 -0.034
H 2.051 0.714 1.744

Model b:
17
Properties=species:S:1:pos:R:3 method="wB97M-V/def2-TZVPD" charge=+1 gap_ev="8.1 / 8.1" spin_multiplicity=1
C 1.725 0.911 -0.862
C -0.524 -0.658 1.805
C 0.370 -1.324 0.738
N -0.415 1.581 -0.779
N 0.786 1.634 -1.332
N 0.093 -1.054 -0.616
N -0.941 -0.440 -0.875
O 2.715 0.624 -0.430
H -1.549 -1.015 1.571
H -0.048 -1.044 2.571
H -0.679 0.395 1.801
H 1.435 -1.102 0.803
H 0.214 -2.402 0.972
H -1.072 2.221 -1.078
H 0.846 2.118 -2.266
H -1.724 -0.139 -0.197
H -1.233 -0.306 -1.829

Most stable structure - model a; separation to the second - 16.2 kJ/mol.

Model a:
74
Properties=species:S:1:pos:R:3 method="wB97M-V/def2-TZVPD" charge=+2 gap_ev="5.9 / 6.8" spin_multiplicity=3
Mo -1.238 0.467 -0.633
C -3.442 3.920 -0.368
Sb -3.118 2.116 0.695
C -5.059 1.306 0.923
C -2.547 2.751 2.632
H -4.154 4.546 0.166
H -3.833 3.687 -1.356
H -2.497 4.450 -0.473
H -5.665 1.994 1.510
H -5.006 0.339 1.419
H -5.512 1.190 -0.061
H -3.361 3.306 3.094
H -1.674 3.395 2.539
H -2.298 1.887 3.245
C -6.143 -2.630 -1.318
N -5.067 -1.712 -1.710
C -5.068 -1.081 -2.900
C -4.091 -0.206 -3.283
C -3.064 -0.025 -2.351
O -2.024 0.754 -2.476
N -3.051 -0.652 -1.164
C -4.056 -1.495 -0.756
O -4.072 -2.047 0.318
H -6.759 -2.843 -2.187
H -6.747 -2.180 -0.533
H -5.711 -3.550 -0.934
H -5.904 -1.310 -3.548
H -4.103 0.296 -4.236
S 2.984 0.673 -1.825
P 2.808 1.575 -0.158
S 0.458 1.344 0.382
C 2.924 3.338 -0.072
C 2.897 4.088 -1.249
C 2.993 5.466 -1.169
C 3.107 6.084 0.071
C 3.129 5.333 1.241
C 3.040 3.954 1.177
C 3.515 0.829 1.310
C 4.909 0.928 1.356
C 5.602 0.338 2.400
C 4.912 -0.349 3.390
C 3.529 -0.445 3.341
C 2.823 0.139 2.300
H 2.819 3.592 -2.208
H 2.989 6.059 -2.074
H 3.188 7.162 0.126
H 3.230 5.824 2.199
H 3.075 3.361 2.083
H 5.454 1.459 0.584
H 6.680 0.415 2.436
H 5.456 -0.807 4.205
H 2.993 -0.975 4.117
H 1.746 0.059 2.277
C 3.635 -2.862 0.150
Ge 1.995 -3.886 -0.105
C 1.707 -5.178 1.327
C 1.906 -4.696 -1.879
C 0.472 -2.584 0.068
Se 0.195 -1.531 -1.548
C -1.021 -2.727 -2.477
H 4.498 -3.493 -0.067
H 3.715 -2.519 1.182
H 3.676 -1.994 -0.508
H 2.495 -5.931 1.329
H 0.753 -5.691 1.202
H 1.711 -4.686 2.299
H 2.810 -5.279 -2.057
H 1.847 -3.942 -2.667
H 1.055 -5.372 -1.966
H 0.697 -1.867 0.860
H -0.475 -3.063 0.316
H -0.451 -3.607 -2.762
H -1.371 -2.215 -3.370
H -1.844 -2.998 -1.822

Model b:
74
Properties=species:S:1:pos:R:3 method="wB97M-V/def2-TZVPD" charge=+2 gap_ev="6.7 / 7.0" spin_multiplicity=3
Mo 0.179 -1.052 -0.374
C 3.232 0.555 1.774
Sb 2.675 0.203 -0.228
C 4.330 -0.942 -0.885
C 2.999 2.132 -1.020
H 4.297 0.786 1.769
H 3.036 -0.324 2.381
H 2.674 1.402 2.167
H 5.171 -0.278 -1.080
H 4.093 -1.508 -1.783
H 4.588 -1.628 -0.081
H 3.867 2.546 -0.508
H 2.126 2.751 -0.816
H 3.183 2.093 -2.090
C -3.112 3.512 0.720
N -2.148 2.444 1.047
C -1.748 2.242 2.329
C -0.888 1.261 2.697
C -0.430 0.455 1.643
O 0.330 -0.587 1.723
N -0.761 0.695 0.358
C -1.675 1.671 -0.018
O -2.043 1.860 -1.151
H -3.478 3.928 1.654
H -3.935 3.093 0.151
H -2.627 4.285 0.130
H -2.179 2.920 3.054
H -0.598 1.099 3.722
S -1.858 -2.323 0.222
P -0.640 -3.968 0.150
S 1.209 -3.211 -0.389
C -1.246 -5.093 -1.091
C -2.592 -5.467 -1.033
C -3.100 -6.349 -1.970
C -2.271 -6.848 -2.970
C -0.939 -6.470 -3.036
C -0.419 -5.590 -2.095
C -0.480 -4.797 1.709
C -0.965 -6.094 1.880
C -0.784 -6.736 3.097
C -0.117 -6.092 4.127
C 0.365 -4.797 3.957
C 0.189 -4.147 2.751
H -3.245 -5.067 -0.264
H -4.139 -6.647 -1.922
H -2.670 -7.539 -3.701
H -0.301 -6.864 -3.816
H 0.624 -5.306 -2.143
H -1.474 -6.611 1.078
H -1.159 -7.741 3.235
H 0.033 -6.601 5.070
H 0.880 -4.300 4.769
H 0.552 -3.134 2.624
C 0.956 0.616 -6.879
Ge 1.347 -0.193 -5.182
C 1.087 -2.112 -5.148
C 3.113 0.265 -4.532
C 0.058 0.618 -3.862
Se -0.618 -0.640 -2.563
C -2.459 -0.908 -3.072
H 1.676 0.263 -7.618
H 1.041 1.701 -6.810
H -0.046 0.358 -7.223
H 1.601 -2.566 -5.996
H 0.032 -2.385 -5.215
H 1.499 -2.536 -4.230
H 3.874 -0.147 -5.195
H 3.279 -0.148 -3.535
H 3.244 1.348 -4.497
H -0.837 0.995 -4.359
H 0.497 1.436 -3.293
H -2.438 -1.269 -4.096
H -2.956 0.054 -2.980
H -2.875 -1.646 -2.396

Most stable structure - model b; separation to the second - 171.1 kJ/mol.

Model a:
16
Properties=species:S:1:pos:R:3 method="wB97M-V/def2-TZVPD" smiles="Cc1noc(C)c1[N+](=O)[O-]" gap_ev=9.4 spin_multiplicity=1
C 2.354 -0.962 -0.078
C 0.971 -0.862 0.100
N 0.206 -1.947 0.190
O -1.137 -1.436 0.097
C -1.234 -0.141 -0.096
C -2.665 0.431 -0.125
C 0.164 0.341 -0.031
N 0.591 1.664 0.011
O 1.785 1.824 -0.067
O -0.318 2.543 0.267
H 2.890 -0.629 0.803
H 2.761 -0.227 -0.802
H 2.648 -2.079 -0.156
H -2.690 1.456 -0.668
H -2.921 0.476 1.181
H -3.404 -0.452 -0.627

Model b:
16
Properties=species:S:1:pos:R:3 method="wB97M-V/def2-TZVPD" gap_ev=10.0 spin_multiplicity=1
H -2.467 0.659 -1.411
N -1.604 0.520 -0.841
C -1.247 0.201 0.259
O -1.559 -0.173 1.460
C -0.070 0.073 1.206
C 0.561 1.287 1.833
C 0.651 -1.205 1.212
O 0.075 -2.219 0.842
H 0.345 1.289 2.906
H 0.127 2.213 1.403
H 1.683 1.357 1.688
H 1.711 -1.033 1.414
N 0.277 -0.088 -2.806
C 0.695 -1.110 -3.222
O 1.144 -1.953 -3.824
H -0.322 0.181 -2.119

Model c:
16
Properties=species:S:1:pos:R:3 method="wB97M-V/def2-TZVPD" smiles="COC(=O)[C@]1(C(N)=O)C=N1" gap_ev=10.8 spin_multiplicity=1
C -2.721 -0.700 0.149
O -1.378 -1.069 0.191
C -0.527 -0.072 -0.055
O -0.886 0.980 -0.507
C 0.925 -0.370 0.185
C 1.932 0.771 -0.359
N 1.513 2.069 -0.210
O 3.084 0.414 -0.549
C 1.529 -1.659 0.369
N 1.520 -0.972 1.400
H -3.344 -1.585 -0.131
H -3.063 0.072 -0.498
H -3.236 -0.483 1.040
H 0.563 2.339 -0.204
H 2.059 2.818 -0.663
H 2.029 -2.555 -0.158

Most stable structure - model c; separation to the second - 63.8 kJ/mol.